{"formula": "C46H127N11O12", "method": "ωB97M-V with the def2-TZVPD basis set", "total_energy_ha": -3333.51288, "homo_lumo_gap_ev": 9.04, "lumo_energy_ev": 0.37, "smiles": "COC[C@H](C)N.COC[C@H](C)N.COC[C@H](C)N.COC[C@H](C)N.COC[C@H](C)N.COC[C@H](C)N.COC[C@H](C)N.COC[C@H](C)N.COC[C@H](C)N.COC[C@H](C)N.COC[C@H](C)N.CCO", "e_homo_ev": -8.668, "spin_multiplicity": 1, "elements": ["C", "O", "C", "C", "C", "N", "H", "H", "H", "H", "H", "H", "H", "H", "H", "H", "H", "C", "O", "C", "C", "C", "N", "H", "H", "H", "H", "H", "H", "H", "H", "H", "H", "H", "C", "O", "C", "C", "C", "N", "H", "H", "H", "H", "H", "H", "H", "H", "H", "H", "H", "C", "O", "C", "C", "C", "N", "H", "H", "H", "H", "H", "H", "H", "H", "H", "H", "H", "C", "O", "C", "C", "C", "N", "H", "H", "H", "H", "H", "H", "H", "H", "H", "H", "H", "C", "O", "C", "C", "C", "N", "H", "H", "H", "H", "H", "H", "H", "H", "H", "H", "H", "C", "O", "C", "C", "C", "N", "H", "H", "H", "H", "H", "H", "H", "H", "H", "H", "H", "C", "O", "C", "C", "C", "N", "H", "H", "H", "H", "H", "H", "H", "H", "H", "H", "H", "C", "O", "C", "C", "C", "N", "H", "H", "H", "H", "H", "H", "H", "H", "H", "H", "H", "C", "O", "C", "C", "C", "N", "H", "H", "H", "H", "H", "H", "H", "H", "H", "H", "H", "C", "O", "C", "C", "C", "N", "H", "H", "H", "H", "H", "H", "H", "H", "H", "H", "H", "C", "C", "O", "H", "H", "H", "H", "H", "H"], "xyz": [[6.24667, -5.75704, 9.43620], [5.61344, -4.98294, 10.43004], [6.26408, -5.16741, 11.72852], [6.38717, -6.59276, 12.34622], [5.11501, -7.42884, 12.60836], [7.15441, -6.41282, 13.60183], [7.05612, -5.13728, 9.05048], [5.47260, -5.83202, 8.67247], [6.59328, -6.74715, 9.73226], [7.15914, -4.54868, 11.66421], [5.67509, -4.56769, 12.42245], [6.89678, -7.29000, 11.68120], [4.39231, -7.22837, 11.81741], [4.69363, -7.10252, 13.55917], [5.30200, -8.47068, 12.86855], [6.49109, -6.31540, 14.35723], [7.56346, -7.28355, 13.90941], [10.41454, -4.22978, 17.22672], [10.62098, -3.05922, 18.00736], [11.15532, -1.85924, 17.46697], [11.44101, -0.88312, 18.65206], [11.83025, 0.47842, 18.12162], [12.47405, -1.40161, 19.58436], [11.33678, -4.79415, 17.36469], [10.09874, -4.10862, 16.19053], [9.74043, -4.91239, 17.74416], [12.12912, -2.01187, 17.00164], [10.43215, -1.42251, 16.77822], [10.46577, -0.83431, 19.13645], [12.62467, 0.34574, 17.38719], [12.10992, 1.00193, 19.03586], [10.96026, 0.87145, 17.59555], [12.50743, -2.40765, 19.66718], [13.39798, -1.34135, 19.18086], [10.16829, -9.69953, 8.57394], [10.23458, -9.27855, 9.90874], [8.95974, -9.43024, 10.57306], [9.12999, -9.14808, 12.14133], [10.05467, -7.90920, 12.38371], [9.75172, -10.29210, 12.80014], [9.48282, -10.54214, 8.48311], [11.15837, -9.95596, 8.19702], [9.72691, -8.98519, 7.87896], [8.18770, -8.80375, 10.12631], [8.58600, -10.44831, 10.46372], [8.14414, -8.95779, 12.56559], [11.05594, -7.97573, 11.95812], [10.17430, -7.75782, 13.45650], [9.58736, -7.01952, 11.96160], [10.29331, -10.87124, 12.17454], [10.32916, -9.87900, 13.51848], [18.39635, -5.77973, 19.52599], [17.50324, -4.77291, 19.15905], [16.11760, -5.15763, 19.05454], [15.09833, -3.97123, 19.18316], [13.74945, -4.50304, 18.60141], [15.51333, -2.77700, 18.43428], [18.32393, -6.62579, 18.84258], [18.13556, -6.18524, 20.50356], [19.47377, -5.61831, 19.56050], [16.04188, -5.93334, 18.29255], [16.02348, -5.66071, 20.01692], [14.89099, -3.85202, 20.24659], [12.86274, -3.96652, 18.93906], [13.59464, -5.57884, 18.68370], [13.76740, -4.30762, 17.52922], [16.44667, -2.60546, 18.78000], [15.67902, -3.01618, 17.46711], [17.48370, -4.78234, 14.92783], [16.79773, -5.04167, 13.70439], [15.66315, -5.86180, 13.82420], [15.11530, -6.10092, 12.33517], [14.10194, -7.17316, 12.30086], [16.22721, -6.66509, 11.63010], [18.02804, -3.87001, 14.68402], [18.28050, -5.45970, 15.23507], [16.79690, -4.60227, 15.75486], [16.10853, -6.79674, 14.16421], [14.91606, -5.63495, 14.58479], [14.79679, -5.15010, 11.90788], [14.41396, -8.15511, 12.65653], [13.67760, -7.26119, 11.30072], [13.20406, -6.93897, 12.87276], [16.63246, -7.51757, 11.98948], [16.98798, -6.03285, 11.83404], [14.77864, 4.44424, 15.27900], [13.91389, 4.09043, 14.17604], [12.51181, 4.05460, 14.46742], [12.01091, 2.71913, 14.94156], [12.15226, 1.54475, 14.01396], [10.62156, 2.79625, 15.41394], [14.73896, 3.72290, 16.09521], [14.68537, 5.49626, 15.54854], [15.73994, 4.35316, 14.77333], [12.32858, 4.81029, 15.23127], [12.04228, 4.41254, 13.55116], [12.40980, 2.58006, 15.94637], [13.02132, 1.45997, 13.36154], [11.29410, 1.48471, 13.34460], [11.80243, 0.65973, 14.54543], [10.55582, 3.37196, 16.24119], [10.09837, 3.43072, 14.82758], [14.35249, -2.71106, 15.03686], [13.55679, -3.55148, 14.14072], [12.75452, -2.72545, 13.21957], [11.40790, -3.40415, 12.62411], [10.81347, -2.80986, 11.38009], [10.47727, -3.41409, 13.71387], [15.14814, -2.13068, 14.56975], [14.75053, -3.27321, 15.88164], [13.66745, -1.98730, 15.47843], [12.48380, -1.80458, 13.73612], [13.34580, -2.46173, 12.34267], [11.55391, -4.41796, 12.25133], [10.45826, -1.82128, 11.67096], [9.99953, -3.43651, 11.01551], [11.55774, -2.84259, 10.58441], [10.79897, -3.76588, 14.60428], [9.70817, -4.04889, 13.55386], [21.20915, -0.63289, 14.31936], [19.90797, -0.86045, 13.82475], [19.81752, -1.91254, 12.86239], [19.95589, -1.68117, 11.31594], [19.30780, -2.69124, 10.35388], [21.36393, -1.72857, 10.95132], [21.60096, -1.43658, 14.94280], [21.38958, 0.33272, 14.79174], [21.95047, -0.64087, 13.52031], [20.51495, -2.68567, 13.18483], [18.90552, -2.46955, 13.07705], [19.61121, -0.65742, 11.17018], [19.73375, -3.69352, 10.30796], [19.15320, -2.45824, 9.30036], [18.30080, -2.81015, 10.75378], [21.84928, -0.92402, 11.32177], [21.49674, -1.84564, 9.95696], [16.99746, 0.98779, 18.27106], [16.85433, 1.31458, 16.94295], [18.02324, 1.19262, 16.13870], [17.61754, 1.51153, 14.73113], [16.61505, 0.66260, 14.12901], [18.77676, 1.45928, 13.85601], [16.16889, 1.43990, 18.81619], [17.92255, 1.44979, 18.61587], [17.02574, -0.09646, 18.37918], [18.67374, 1.94408, 16.58618], [18.59903, 0.27000, 16.21187], [17.22393, 2.52353, 14.63620], [15.97044, 1.33707, 13.56537], [15.90482, 0.25244, 14.84695], [16.91749, -0.13825, 13.45429], [19.18622, 0.54104, 13.95226], [18.46564, 1.31997, 12.90528], [16.67851, -4.46278, 8.77994], [15.69743, -4.76144, 7.86032], [14.44057, -4.07552, 8.02072], [13.85484, -4.09541, 6.58508], [12.77106, -3.07072, 6.35123], [13.33060, -5.40217, 6.25392], [17.52445, -5.09689, 8.51462], [16.32523, -4.78646, 9.75898], [17.05143, -3.44098, 8.85024], [13.82831, -4.63571, 8.72743], [14.46995, -3.04844, 8.38450], [14.66073, -3.97473, 5.86115], [13.12500, -2.04274, 6.27340], [12.12358, -2.98419, 7.22379], [12.15823, -3.28260, 5.47508], [12.49155, -5.57480, 6.78897], [13.93682, -6.06673, 6.71322], [3.75917, -1.12551, 14.20544], [4.38993, 0.07285, 13.78582], [5.05148, -0.03131, 12.55522], [6.02110, 1.09114, 12.62762], [6.95145, 1.11752, 13.85214], [5.44683, 2.35192, 12.32603], [4.19186, -2.07574, 13.89249], [2.78044, -1.13247, 13.72573], [3.62481, -1.06939, 15.28568], [5.56463, -0.99005, 12.48041], [4.33113, 0.06359, 11.74269], [6.65432, 0.94717, 11.75217], [7.48166, 0.21387, 14.15278], [6.37657, 1.34636, 14.74950], [7.67573, 1.93182, 13.87291], [5.41698, 2.35895, 11.31650], [4.48060, 2.36062, 12.62001], [12.92696, -7.66890, 16.76428], [12.87743, -9.13141, 16.23820], [11.63914, -9.36351, 15.49949], [12.21289, -7.52847, 17.57576], [12.88884, -6.97368, 15.92564], [13.89865, -7.33931, 17.13210], [12.98197, -9.86069, 17.04152], [13.78672, -9.31073, 15.66450], [10.88241, -9.37769, 16.09006]]}

{"formula": "C13H44N14O9", "method": "ωB97M-V with the def2-TZVPD basis set", "total_energy_ha": -1965.73161, "homo_lumo_gap_ev": 9.07, "lumo_energy_ev": 0.16, "smiles": "NC(N)=O.NC(N)=O.NC(N)=O.NC(N)=O.NC(N)=O.NC(N)=O.NC(N)=O.CC(C)O.CC(C)O", "e_homo_ev": -8.907, "spin_multiplicity": 1, "elements": ["N", "C", "N", "O", "H", "H", "H", "H", "N", "C", "N", "O", "H", "H", "H", "H", "N", "C", "N", "O", "H", "H", "H", "H", "N", "C", "N", "O", "H", "H", "H", "H", "N", "C", "N", "O", "H", "H", "H", "H", "N", "C", "N", "O", "H", "H", "H", "H", "N", "C", "N", "O", "H", "H", "H", "H", "C", "C", "C", "O", "H", "H", "H", "H", "H", "H", "H", "H", "C", "C", "C", "O", "H", "H", "H", "H", "H", "H", "H", "H"], "xyz": [[-2.19472, 4.26738, -0.56664], [-3.13233, 3.33013, -0.57819], [-3.81600, 3.09032, 0.61595], [-3.40759, 2.72586, -1.59704], [-1.92720, 4.75294, 0.28551], [-1.95233, 4.69755, -1.50327], [-3.63612, 3.69953, 1.40484], [-4.12430, 2.13816, 0.78718], [-0.31518, -2.66321, 1.40204], [-1.52328, -2.59959, 0.83591], [-1.65343, -3.21889, -0.35765], [-2.49550, -2.05810, 1.31764], [0.38997, -3.30218, 1.23627], [-0.22690, -2.20805, 2.30497], [-0.82999, -3.52282, -0.84875], [-2.50269, -2.86880, -0.84932], [3.01766, -0.05102, 1.62727], [3.24226, -1.10707, 2.46825], [4.60519, -1.22562, 2.93399], [2.32703, -1.91245, 2.78146], [2.13264, 0.04492, 1.15555], [3.75731, 0.43292, 1.12438], [4.72873, -1.81502, 3.75824], [5.03240, -0.31843, 2.95327], [0.17042, 2.92153, 2.51638], [-0.66337, 3.89620, 2.98114], [-0.36393, 4.29826, 4.25845], [-1.59136, 4.36149, 2.37136], [0.62836, 2.21764, 3.09380], [-0.13421, 2.53355, 1.62478], [-0.91389, 5.01074, 4.63094], [0.59025, 4.37712, 4.52697], [-1.73374, 4.41593, -3.46488], [-2.76394, 5.02761, -4.16488], [-3.90437, 4.35763, -4.18787], [-2.53079, 6.06680, -4.76466], [-0.83063, 4.81806, -3.58462], [-1.77877, 3.41045, -3.22302], [-3.99701, 3.46751, -3.64107], [-4.50802, 4.88124, -4.85422], [3.40340, -4.47604, -1.32658], [2.60279, -3.93801, -0.34053], [2.93085, -4.24823, 0.98786], [1.58336, -3.31412, -0.67552], [3.07629, -4.48657, -2.28860], [4.30650, -4.83674, -1.08371], [2.29397, -3.84672, 1.63770], [3.72426, -4.82439, 1.25474], [0.57737, -0.10249, -0.88186], [-0.51236, 0.71120, -1.06527], [-1.57291, 0.45665, -0.28336], [-0.34618, 1.61293, -1.81614], [1.29934, -0.11080, -1.69564], [0.37467, -1.12147, -0.60964], [-1.51758, -0.28584, 0.40856], [-2.39982, 1.01381, -0.30891], [0.23354, -2.23375, -5.22187], [0.88670, -3.55204, -5.33248], [1.37774, -3.90887, -6.72053], [1.81989, -3.70119, -4.22413], [0.93364, -1.44018, -5.07167], [-0.44809, -2.20427, -4.39290], [-0.21013, -1.96821, -6.20265], [0.16731, -4.32796, -5.07839], [1.90076, -4.88648, -6.78158], [1.99772, -3.17888, -7.22611], [0.55411, -3.96366, -7.41483], [2.65138, -4.05968, -4.68536], [0.60683, 1.07360, 5.78529], [-0.15097, 0.01134, 4.91753], [-1.58290, 0.41421, 4.63126], [0.55583, -0.06912, 3.70952], [1.48812, 0.55816, 6.15340], [-0.00726, 1.33345, 6.68045], [0.92165, 1.91215, 5.17441], [-0.01084, -0.98831, 5.34055], [-1.56053, 1.19324, 3.83525], [-2.04445, 0.68389, 5.57880], [-2.16885, -0.43462, 4.24043], [1.09422, -0.83621, 3.58211]]}